1.
9
Properties=species:S:1:pos:R:3 method="wB97M-V/def2-TZVPD" largest_force_ha_per_bohr=0.0787 gap_ev=9.6
C 1.072 -0.409 -0.104
F 1.197 -1.711 -0.591
F 1.570 0.358 -1.076
I -1.603 -0.383 1.765
H -1.188 1.858 -0.098
H -1.197 -0.803 -0.828
C -0.787 -0.005 -0.154
I 2.010 -0.074 1.754
O -1.074 1.169 -0.667



2.
13
Properties=species:S:1:pos:R:3 method="wB97M-V/def2-TZVPD" largest_force_ha_per_bohr=0.0239 gap_ev=10.9
N -0.923 0.818 1.659
H -1.179 -0.101 1.280
C 0.328 0.162 -0.904
H 0.544 -1.074 1.510
C -0.169 1.557 0.962
H -0.752 -0.009 -0.951
O 0.554 1.369 -0.165
H 2.102 -0.852 -0.201
H 0.697 0.365 -1.917
H 0.986 -1.836 -1.162
O 0.440 -1.672 0.758
C 1.039 -1.077 -0.373
H -0.214 2.578 1.305



3.
27
Properties=species:S:1:pos:R:3 method="wB97M-V/def2-TZVPD" largest_force_ha_per_bohr=0.0892 gap_ev=8.9 smiles="CC(=O)N1c2ccccc2[C@@H]2C[C@@]21C"
H 2.252 2.875 -0.407
C 1.836 -0.975 -0.632
C -3.013 -1.690 1.224
H -0.507 2.565 -1.563
H -4.047 -2.015 1.588
C -0.459 -0.987 0.311
H 0.183 -3.071 0.614
C -0.703 -2.324 0.476
N 0.742 -0.421 -0.098
C 2.802 0.012 -1.266
H -3.473 0.456 1.169
H -1.269 2.151 0.738
H 2.109 1.571 1.108
H 0.988 2.932 1.014
H -2.339 -3.682 1.150
C -2.035 -2.620 0.876
H 3.352 0.711 -0.642
C -0.986 1.341 0.129
O 2.175 -2.157 -0.473
C -1.445 -0.016 0.568
H 2.062 0.463 -2.007
H 3.485 -0.675 -1.816
C -2.725 -0.347 0.940
H -0.613 0.801 -2.023
C 1.557 2.241 0.426
C -0.425 1.567 -1.256
C 0.495 1.295 -0.146